The following is a quantum chemistry calculation of a molecular structure, C35H27CaN5O3S in a non-equilibrium geometry, from OMol25.

Computed properties:
- total charge = -2
- energy above the lowest of the compared OMol25 structures with the same formula, charge and spin (kcal per mole) = 37.7

```
72
Properties=species:S:1:pos:R:3:forces:R:3:mulliken_charge:R:1
C -4.551 -2.304 -0.781 -0.018 -0.103 -0.021 -0.541
C 2.904 3.085 -3.604 0.011 0.074 -0.049 -0.435
H 2.803 2.129 2.971 -0.123 -0.096 0.071 0.456
H 4.957 0.172 -2.155 0.001 0.007 0.011 0.449
H 4.074 -4.999 -1.404 0.009 -0.016 0.003 0.342
C 2.305 0.075 -1.405 0.843 -0.240 -0.509 -0.631
C -2.717 1.007 -2.988 -0.008 0.000 0.107 -1.198
H 3.433 -3.888 0.716 0.006 -0.019 0.040 0.396
H 6.068 1.913 -3.494 0.119 0.002 -0.029 0.366
H 2.676 -1.542 0.699 0.007 0.006 0.001 0.407
H 1.235 2.165 -2.603 -0.149 -0.012 0.036 0.236
C -2.188 2.152 -3.544 0.028 0.051 -0.015 -0.463
C -3.057 -0.455 -0.974 -0.248 -0.170 -0.018 0.916
C 4.269 3.018 -3.847 0.085 0.076 -0.083 -0.387
C 5.004 1.972 -3.316 0.103 0.070 -0.054 -0.762
H 4.754 3.774 -4.449 0.044 0.067 -0.047 0.358
C 2.977 -2.024 -0.223 -0.032 -0.003 -0.056 -0.258
H 1.149 -0.106 2.665 0.303 -0.207 0.439 0.079
H -0.892 5.094 4.158 0.008 -0.021 -0.015 0.369
H -2.325 2.362 -4.598 0.007 0.000 0.025 0.394
C 4.379 0.996 -2.557 0.007 -0.105 0.074 -0.132
C -2.111 -3.352 4.156 -0.230 -0.324 -0.075 -0.091
H -0.428 -0.451 4.312 0.032 0.037 0.052 0.077
C -3.828 -2.703 0.330 -0.170 0.081 -0.043 -1.069
C 3.674 -3.261 -2.597 0.040 -0.131 -0.115 -0.726
C -1.288 2.672 -1.407 0.190 0.338 -0.212 -0.014
H -4.680 -0.875 -2.356 -0.037 0.026 -0.048 0.493
C 1.956 1.511 3.299 0.268 0.171 0.240 -0.716
H -2.158 1.908 1.572 -0.111 -0.065 -0.075 0.473
O -6.292 -3.896 -0.474 0.029 -0.369 0.439 -0.732
H -1.015 3.920 -3.130 0.017 0.037 -0.008 0.392
C -1.821 -2.346 1.926 0.279 -0.332 -0.435 1.068
N 1.337 0.392 -0.713 -0.730 0.589 0.435 -0.651
C -5.815 -3.078 -1.272 0.126 0.208 0.244 0.440
H -0.981 -2.355 5.756 0.003 0.047 0.008 0.318
N -2.412 -0.817 0.139 -0.577 -0.160 -0.131 0.021
H 3.924 -3.750 -3.533 0.002 -0.003 0.004 0.353
C -1.461 3.018 -2.736 -0.006 0.011 0.016 -0.786
H -3.091 -4.078 2.438 0.018 -0.073 0.017 0.203
C 3.759 -3.962 -1.405 0.031 -0.096 0.013 -0.339
Ca -0.248 -0.407 0.692 0.654 0.375 -0.324 1.398
H 2.077 1.330 4.387 -0.021 0.097 -0.289 0.239
C 0.674 2.287 3.104 -0.098 0.082 -0.005 0.581
C -1.708 3.590 2.841 0.250 0.105 0.171 -1.084
N -1.796 1.582 -0.862 -0.034 -0.345 0.165 0.295
H 1.281 3.879 4.411 0.024 0.026 0.033 0.434
N -1.262 -1.179 2.604 -0.417 -0.009 0.041 0.001
C -1.433 2.393 2.206 0.100 0.007 0.091 -0.369
H -2.520 -4.130 4.793 -0.035 -0.030 -0.004 0.401
C -2.732 -1.945 0.770 -0.358 -0.055 0.129 1.054
N -0.259 1.764 2.320 0.123 -0.071 -0.006 0.545
C 3.408 -3.339 -0.216 -0.009 -0.015 0.051 -0.776
C -0.717 4.157 3.642 0.078 -0.252 -0.116 -0.232
C -2.437 -3.327 2.854 -0.172 -0.189 0.054 -1.379
C -4.133 -1.163 -1.472 0.132 -0.043 0.131 -1.042
S -0.420 -3.186 0.883 0.012 0.190 0.219 -0.420
C -1.267 -2.355 4.713 0.259 0.151 0.337 -1.389
H 2.322 3.894 -4.020 -0.086 0.133 -0.073 0.389
H -0.697 3.293 -0.745 0.080 0.069 0.015 0.324
C 2.289 2.122 -2.831 0.036 -0.099 0.066 -0.216
H 3.167 -1.404 -3.534 0.003 0.022 -0.050 0.451
C 3.246 -1.945 -2.600 0.007 0.027 -0.026 -0.077
O -6.230 -2.761 -2.399 0.030 0.305 -0.566 -0.751
H -3.266 0.294 -3.585 -0.020 -0.025 -0.016 0.395
C 3.015 1.061 -2.298 0.084 0.211 -0.181 0.148
C -2.512 0.757 -1.627 -0.227 0.001 -0.247 0.187
H -2.673 4.059 2.713 -0.024 0.024 0.007 0.457
O 2.023 0.315 2.586 -0.412 -0.256 -0.137 -0.444
C 0.491 3.490 3.782 -0.370 0.152 -0.063 -0.920
C -0.953 -1.313 3.885 0.160 0.301 0.300 0.224
C 2.885 -1.313 -1.415 0.107 -0.264 0.093 0.447
H -4.144 -3.596 0.846 -0.034 0.023 -0.040 0.455
```
Positions in Å, forces in eV/Å.

---

The following is a quantum chemistry calculation of a molecular structure, C35H27Cl2N6O6S2SeTeV in a non-equilibrium geometry, from OMol25.

Computed properties:
- total charge = -2
- energy above the lowest of the compared OMol25 structures with the same formula, charge and spin (kcal per mole) = 167.1

```
81
Properties=species:S:1:pos:R:3:forces:R:3:mulliken_charge:R:1
S 2.893 0.880 -2.617 0.663 0.168 0.396 -0.022
N -3.289 5.756 -0.945 0.025 -0.063 -0.025 0.989
H 3.792 5.645 -2.343 0.014 0.026 0.023 0.259
N 6.326 5.316 -3.088 0.057 0.083 0.102 -0.623
H -0.635 -6.317 -1.022 -0.001 -0.138 0.043 0.323
H -1.027 4.563 -0.283 -0.044 -0.016 0.089 0.627
H 2.881 -2.694 -2.902 -0.095 0.014 -0.071 0.398
C -3.326 -1.747 0.524 -0.015 0.141 0.174 -0.674
H -6.673 -2.170 3.786 -0.006 -0.007 0.000 0.380
H -5.125 -4.347 -1.494 0.029 0.058 -0.076 0.423
O 0.290 3.116 2.007 0.075 0.131 0.334 -0.387
H 0.988 3.753 2.195 -0.008 -0.002 0.012 0.380
H 6.010 1.829 -0.128 -0.013 0.004 0.023 0.417
C 1.314 -0.468 3.778 0.018 -0.176 0.162 0.180
Te -3.641 -1.930 -1.589 -0.142 0.019 -0.005 0.201
H -3.558 -4.388 -0.631 -0.110 -0.164 0.019 0.148
C 0.662 1.906 2.544 -0.287 1.185 -1.400 1.244
O 3.657 0.595 0.823 0.661 0.841 -0.139 -0.607
H 2.353 -3.718 0.584 0.081 -0.042 0.044 0.273
C 4.295 4.826 -1.839 -0.005 0.020 0.046 -0.893
O -2.150 0.435 -1.730 -0.478 0.190 -0.914 -0.697
V 0.475 -1.390 -0.106 4.035 -1.887 3.670 0.445
C 0.759 -4.868 -0.293 0.319 0.398 0.187 0.588
C 3.616 4.081 -0.885 0.116 -0.021 -0.071 -0.369
Se -0.378 -3.436 -0.827 -1.758 -1.673 -1.058 -0.268
C 2.811 -1.651 -2.622 0.038 -0.820 0.407 -0.769
C -4.538 -2.354 1.163 -0.002 -0.052 -0.132 0.535
C -5.083 -1.928 2.363 -0.031 0.002 -0.004 -0.627
C -1.755 3.872 -0.689 0.057 0.066 0.294 0.142
N 0.823 -1.689 1.657 0.042 3.016 -1.921 -0.470
C 5.540 2.685 -0.597 -0.008 -0.053 -0.062 -0.407
H 5.735 5.807 -3.740 0.015 -0.054 -0.060 0.225
H 7.241 3.169 -1.803 0.002 0.012 -0.014 0.237
C 5.608 4.515 -2.173 -0.018 0.012 -0.012 1.189
H -2.440 -2.336 0.770 0.048 0.050 -0.070 0.109
H -3.145 -0.716 0.809 -0.079 0.028 -0.043 0.349
C -6.837 -3.562 2.161 0.006 0.007 0.022 -0.512
C -5.129 -3.415 0.463 -0.035 -0.051 0.041 0.517
C 2.691 -5.844 0.721 0.046 -0.038 -0.030 -0.452
C -6.274 -4.012 0.970 0.008 -0.035 0.021 -0.664
C 6.219 3.429 -1.546 -0.010 -0.062 -0.017 -0.654
Cl 1.697 -1.985 4.543 -0.014 0.071 0.045 -0.264
C 1.983 -4.710 0.357 -0.113 -0.013 -0.059 -0.237
H -6.734 -4.835 0.433 -0.010 0.024 -0.026 0.376
C 4.231 3.007 -0.244 -0.071 0.123 0.179 -0.088
H 0.570 2.656 -0.865 1.096 -0.637 0.742 0.166
C 1.042 1.897 3.880 0.079 -0.521 -0.032 -0.551
N 2.405 -1.357 -1.343 1.223 1.702 -0.589 -0.504
H 1.072 2.841 4.406 -0.054 -0.005 0.024 0.377
C -0.133 2.003 -0.361 -1.250 3.193 -2.927 -0.577
O -4.427 6.173 -1.193 0.019 0.017 -0.011 -0.713
H 3.469 -0.640 -4.448 0.084 -0.111 0.039 0.437
H 1.698 0.697 5.532 -0.012 -0.057 0.006 0.425
H -4.952 3.936 -1.866 0.011 0.002 -0.025 0.454
H 0.759 -8.250 -0.254 -0.017 0.009 -0.031 0.332
S 3.335 2.151 1.021 0.405 -0.696 -0.171 0.024
C -3.711 2.196 -1.805 0.062 0.085 0.136 -0.748
C 3.112 -0.619 -3.432 0.121 0.141 -0.235 -0.508
C 1.383 0.710 4.497 0.047 0.053 -0.065 -0.356
C -3.012 4.374 -1.085 0.174 0.175 -0.007 -0.666
C 0.672 0.779 1.716 1.298 -1.624 9.656 0.636
C -2.439 1.623 -1.460 0.552 0.649 0.483 -0.064
C 0.313 -6.170 -0.521 0.081 0.148 -0.024 -0.485
C 0.944 -0.474 2.445 -0.520 -1.343 -3.323 -1.100
H -4.613 -1.116 2.905 -0.011 0.019 -0.019 0.462
H 3.653 -5.749 1.214 -0.020 0.058 0.024 0.355
C 2.548 0.006 -1.150 -1.259 -2.615 -1.432 0.913
N 1.571 0.447 -0.364 5.516 -2.677 -1.729 -0.661
C -1.465 2.542 -0.765 -0.922 -2.198 -0.094 0.536
C 1.095 -7.229 -0.100 0.011 -0.023 -0.042 -0.331
N 2.276 -7.094 0.506 -0.010 -0.029 0.034 -0.664
H 7.073 4.829 -3.557 -0.062 -0.036 -0.071 0.218
H -7.744 -4.019 2.539 0.007 -0.013 -0.001 0.363
C -4.462 -3.803 -0.823 0.117 0.165 0.028 -1.109
O -2.388 6.518 -0.580 -0.032 0.003 0.010 -0.694
C -3.988 3.520 -1.604 -0.117 -0.097 -0.108 -0.464
C -6.239 -2.525 2.859 0.023 -0.002 0.000 -0.553
H -4.436 1.528 -2.254 -0.032 0.021 0.016 0.400
H 2.582 4.312 -0.650 -0.003 0.005 -0.013 0.354
Cl 0.304 0.615 0.202 -6.999 8.103 -1.550 1.222
O -1.019 0.019 0.245 -2.610 -3.186 1.180 -0.194
```
Positions in Å, forces in eV/Å.

---

The following is a quantum chemistry calculation of a molecular structure, C35H28AsHfN4OS4Sb in a non-equilibrium geometry, from OMol25.

Computed properties:
- total charge = 0
- energy above the lowest of the compared OMol25 structures with the same formula, charge and spin (kcal per mole) = 3.4

```
75
Properties=species:S:1:pos:R:3:forces:R:3:mulliken_charge:R:1
H -3.760 -5.915 -2.934 -0.002 -0.005 0.001 0.405
H -1.470 -2.176 -3.319 0.008 -0.008 0.007 0.429
C 2.238 -1.586 4.567 0.000 -0.022 0.083 -0.697
H 3.941 2.050 -3.973 -0.002 0.009 -0.016 0.424
H -4.824 -3.685 0.565 0.001 0.002 0.002 0.432
C 3.580 1.028 -2.123 -0.231 0.026 -0.226 -0.610
C 1.416 -1.514 -4.957 0.014 -0.022 0.000 -0.467
As -0.089 -3.200 -0.877 -0.014 0.282 0.270 1.333
C -0.407 -2.138 -3.521 -0.021 0.024 0.001 -0.436
H 4.275 -2.169 4.097 0.019 -0.001 -0.011 0.461
C -3.290 1.587 4.671 0.020 0.027 0.032 -0.539
H -2.795 -0.343 1.936 0.056 -0.018 0.007 0.262
N 1.992 -0.074 0.741 0.089 -0.231 0.280 1.087
H 2.288 -1.989 5.572 -0.019 0.005 0.003 0.411
H 1.124 -5.723 -1.963 -0.025 0.039 0.012 0.361
C 3.047 -6.242 0.769 -0.010 -0.016 -0.031 -0.501
H 1.501 2.193 -4.534 0.028 0.008 -0.008 0.522
C 3.194 1.632 -3.311 0.100 -0.018 0.071 -0.394
C 2.580 0.537 -1.304 0.374 -0.192 0.501 0.320
C -2.553 0.246 2.815 -0.078 0.056 0.014 -0.288
C 1.185 -4.455 -0.214 -0.023 -0.125 -0.105 -0.080
H -1.465 -5.044 -2.804 0.029 0.020 0.034 0.350
H -0.659 -1.247 -5.448 0.002 0.005 -0.010 0.427
N 2.967 -0.018 -0.054 -0.118 0.120 -0.170 -1.277
C 1.076 -1.004 4.152 -0.111 0.024 -0.057 -0.524
H -0.153 1.257 -2.961 0.007 0.007 -0.023 0.283
H 4.610 0.957 -1.810 0.010 -0.018 0.027 0.571
C -2.190 -4.760 -2.049 -0.044 -0.029 -0.032 -0.346
H 4.138 -1.253 1.780 0.006 0.002 -0.005 0.478
H 1.458 -3.372 1.623 -0.021 0.003 -0.022 0.366
C 1.849 1.712 -3.631 -0.154 0.007 -0.023 -1.014
C -2.789 -3.503 -0.068 -0.019 0.024 0.012 -0.294
C 2.682 -5.138 1.525 0.013 0.012 0.025 -0.819
C 0.911 1.181 -2.762 0.096 -0.041 0.039 -0.186
C -0.938 1.326 4.235 -0.146 0.014 0.024 -0.128
C -1.230 0.500 3.149 0.175 0.011 0.003 0.246
Sb -2.564 2.278 -1.034 0.237 -0.050 -0.237 0.859
S -2.152 3.061 -3.106 0.052 0.004 -0.059 -0.600
C -4.082 -3.995 -0.159 -0.011 0.000 0.009 -0.735
H 0.223 -0.956 4.814 -0.001 -0.004 0.001 0.530
C 0.052 -1.606 -4.717 -0.031 -0.007 0.020 -0.893
C 3.375 -1.697 3.731 -0.032 0.048 -0.112 -0.846
C 1.881 -2.492 -2.813 0.039 0.020 -0.022 -0.643
C 2.113 -0.589 2.014 0.185 0.027 -0.413 0.120
S -4.370 2.664 0.198 -0.226 0.043 0.188 -0.588
C 2.483 -6.454 -0.483 -0.002 0.028 0.025 -0.730
N 1.278 0.594 -1.614 -0.041 -0.113 0.059 0.866
C 1.550 -5.558 -0.980 0.039 -0.052 -0.010 -0.351
C -3.485 -5.247 -2.129 0.022 0.018 0.008 -0.733
S -2.262 -0.176 -1.201 0.123 0.065 0.091 -0.477
H 2.597 -2.830 -2.072 -0.027 -0.019 0.020 0.380
H -1.732 2.497 5.835 -0.001 0.004 0.007 0.370
H -4.091 2.022 5.254 -0.008 0.000 0.004 0.390
C 0.512 -2.581 -2.574 0.011 -0.067 -0.088 0.473
C 0.939 -0.491 2.825 0.138 -0.107 0.246 0.823
C -1.852 -3.891 -1.016 0.000 -0.120 -0.075 0.355
Hf -0.216 0.172 0.111 -1.042 0.658 0.306 -0.433
H 2.772 -7.314 -1.072 0.003 -0.008 -0.004 0.406
H -4.604 0.625 3.273 -0.006 0.009 0.010 0.446
H 3.394 -1.874 -4.195 -0.002 0.002 -0.014 0.467
H 3.127 -4.970 2.497 -0.001 0.004 0.005 0.452
H 3.778 -6.941 1.153 0.007 -0.002 0.011 0.392
H -2.519 -2.803 0.712 0.022 -0.005 -0.004 0.294
O -0.109 -1.971 0.276 0.307 0.087 -0.302 0.670
C -3.579 0.799 3.571 0.005 -0.039 -0.055 -0.779
C 2.331 -1.953 -4.008 -0.007 -0.022 0.036 -0.679
H 0.091 1.580 4.458 0.021 -0.024 -0.011 0.525
S -0.536 2.599 0.319 -0.097 -0.266 -0.066 -0.485
H -5.439 -5.238 -1.254 -0.008 0.003 0.007 0.396
H 1.770 -1.092 -5.889 -0.002 0.011 -0.005 0.424
N -0.190 0.023 2.313 0.259 -0.132 -0.432 0.297
C -4.427 -4.864 -1.183 0.003 -0.004 -0.010 -0.474
C -1.965 1.851 4.998 -0.023 -0.002 -0.026 -0.677
C 3.302 -1.197 2.464 0.083 -0.008 0.146 -0.355
C 1.744 -4.238 1.039 0.007 0.038 0.032 -0.025
```
Positions in Å, forces in eV/Å.